[1]
The following is a DFT calculation (ωB97M-V/def2-TZVPD) of a structure of composition C20H30F8NO11P2S2Y in a non-equilibrium geometry.

Geometry as ORCA input:
```
! wB97M-V def2-TZVPD RIJCOSX def2/J DEFGRID3
* xyz 0 1
Y 0.67281 -0.73761 -2.28670
C 2.31864 3.48941 -1.15202
C 2.33253 2.46464 -0.03692
C 3.32011 2.78701 1.06028
O 1.00226 2.41171 0.60874
P -0.21349 1.65947 -0.03894
O 0.05246 1.15551 -1.41340
C -0.64056 0.32669 1.11330
P 0.78975 -0.79456 1.19510
O 1.46182 -0.89061 -0.12790
O 1.79368 -0.11503 2.20591
C 1.50721 -0.03746 3.62707
C 1.70906 1.40189 4.06211
C 2.41132 -1.01358 4.35117
O 0.43534 -2.11326 1.94017
C -0.70967 -3.01879 2.01685
C -1.10120 -3.10655 3.47767
C -0.27653 -4.34261 1.42862
O -1.43857 2.63275 -0.07631
C -1.76482 3.80991 0.71067
C -1.70279 3.51245 2.19741
C -0.89090 4.98407 0.31302
H 3.27609 3.46230 -1.67135
H 2.16115 4.49314 -0.75405
H 1.53674 3.26215 -1.87649
H 2.53575 1.47606 -0.44407
H 3.04826 3.71805 1.56117
H 4.30882 2.90538 0.61744
H 3.35837 1.98013 1.78987
H -1.50232 -0.20120 0.70238
H -0.87002 0.73011 2.10063
H 0.46497 -0.32750 3.79295
H 2.77123 1.64696 4.09393
H 1.28726 1.55055 5.05623
H 1.22496 2.08241 3.36112
H 3.45472 -0.72721 4.21563
H 2.27041 -2.01884 3.95717
H 2.18130 -1.01391 5.41717
H -1.51967 -2.60083 1.42241
H -0.26799 -3.48466 4.07260
H -1.94366 -3.78938 3.58400
H -1.39866 -2.13103 3.86641
H 0.59048 -4.72581 1.96942
H -0.02013 -4.22412 0.37663
H -1.09133 -5.06180 1.50846
H -2.79423 4.01070 0.41663
H -0.67542 3.28855 2.49226
H -2.34771 2.67297 2.45995
H -2.03629 4.38566 2.75705
H 0.13109 4.83302 0.65647
H -1.28349 5.89448 0.76586
H -0.88629 5.10660 -0.76973
F -5.88873 -1.48066 -4.71433
C -4.83980 -1.62638 -3.90239
C -3.81698 -0.69439 -3.90864
F -3.87542 0.35535 -4.73068
C -2.74708 -0.86801 -3.05715
F -1.75622 0.05417 -3.07259
C -2.63422 -1.93808 -2.18039
S -1.25036 -2.12245 -1.13877
C -3.68071 -2.85627 -2.19979
F -3.65257 -3.91620 -1.38605
C -4.76700 -2.70917 -3.04332
F -5.75315 -3.60974 -3.03387
O 0.98950 0.55323 -4.01359
N 2.08648 1.02558 -3.61662
O 2.54522 0.43212 -2.60222
F 2.90374 -1.64755 -4.66489
C 2.08187 -2.58354 -5.15602
F 2.81213 -3.61922 -5.55119
F 1.44662 -2.07961 -6.20742
S 0.85317 -3.07339 -3.83406
O 1.57005 -2.71577 -2.59107
O 0.55861 -4.44578 -4.04240
O -0.21801 -2.09265 -4.02660
*
```

## Properties
M, g mol⁻¹: 827.43
DFT total energy, eV: -108278.8843
LUMO level, eV: 0.1
F_max, eV/Å: 1.65
HOMO-LUMO gap, Ha: 0.292
Relative energy (zero: lowest compared OMol25 entry of this formula, charge and spin), kcal per mole: 9.3
HOMO level, Ha: -0.290

[2]
The following is a DFT calculation (ωB97M-V/def2-TZVPD) of a structure of composition C33H32FN12O6PdS.

Geometry as ORCA input:
```
! wB97M-V def2-TZVPD RIJCOSX def2/J DEFGRID3
* xyz 1 1
Pd 0.42017 -0.42610 0.77322
C -4.35510 0.00864 -6.29475
C -4.03949 0.92554 -5.12327
N -2.73212 0.64158 -4.52759
C -2.67044 -0.07736 -3.38641
C -1.52991 -0.45367 -2.74791
C -1.79117 -1.13101 -1.43980
O -2.73528 -1.91043 -1.36568
O -1.15154 -0.78520 -0.37170
C -0.25453 -0.24765 -3.38952
O 0.80830 -0.71963 -2.99680
C -0.32900 0.55511 -4.62884
C 0.84527 0.87922 -5.30751
C 0.81300 1.69077 -6.40541
F 1.97227 1.99797 -7.02300
C -0.37691 2.25802 -6.87326
C -1.55177 1.87113 -6.24895
C -1.54608 1.02348 -5.13937
N -0.45456 3.21509 -7.90687
C -1.08116 4.49575 -7.55635
C -1.95903 4.92582 -8.73216
N -1.36256 4.32329 -9.98366
C 0.13789 4.35563 -9.95082
C 0.61500 3.35788 -8.88538
H -5.32234 0.26794 -6.72520
H -4.39441 -1.02994 -5.96702
H -3.59795 0.08648 -7.07557
H -4.77658 0.80437 -4.33218
H -4.07726 1.97670 -5.41166
H -3.62298 -0.34449 -2.94779
H 1.78543 0.48723 -4.94307
H -2.48597 2.23762 -6.64908
H -0.33635 5.26562 -7.33078
H -1.67809 4.39911 -6.65500
H -1.97793 6.00688 -8.85483
H -2.97810 4.54811 -8.66896
H -1.72827 4.78230 -10.81623
H -1.64473 3.34203 -10.01034
H 0.42210 5.37952 -9.71661
H 0.50850 4.10303 -10.94120
H 1.55133 3.73708 -8.47086
H 0.81530 2.38378 -9.33367
N -1.77621 -3.03531 1.14817
C -1.07040 -2.78725 2.23691
N -1.26928 -3.55960 3.30790
C -0.54581 -3.28907 4.38247
N -0.71424 -4.04445 5.46865
N 0.37465 -2.29154 4.47645
C 0.52182 -1.60204 3.38222
N -0.14139 -1.78007 2.22665
C 1.53769 -0.51652 3.38651
C 2.21928 -0.16936 4.53504
C 3.16249 0.84407 4.47160
C 3.39494 1.46609 3.25718
C 2.67020 1.06707 2.14747
N 1.75902 0.09562 2.20910
H -2.48539 -3.74497 1.22999
H -1.85484 -2.35645 0.39111
H -1.40688 -4.77179 5.46140
H -0.20732 -3.82921 6.30771
H 1.99382 -0.69985 5.44813
H 3.70441 1.14424 5.35786
H 4.12059 2.25998 3.15643
H 2.81896 1.53915 1.18874
O 1.71398 8.48875 -4.50677
S 1.05843 7.21005 -4.41066
O 0.03117 7.08528 -3.40172
O 0.71510 6.59059 -5.69877
C 2.35318 6.05249 -3.86681
N 3.59679 6.20357 -4.33016
C 4.46636 5.26520 -4.00647
C 4.13181 4.14568 -3.25603
C 2.81972 4.08963 -2.81516
N 1.94869 5.04593 -3.10179
C 2.24936 2.96560 -2.02690
C 2.95607 1.81410 -1.72745
C 2.36183 0.81825 -0.99805
N 1.12621 0.93979 -0.50948
C 0.40259 2.02620 -0.81755
C 0.92496 3.05550 -1.58099
H 5.48141 5.40009 -4.36774
H 4.86654 3.38318 -3.04211
H 3.97279 1.67180 -2.06489
H 2.87512 -0.10437 -0.77230
H -0.60481 2.05536 -0.42591
H 0.34540 3.93882 -1.81412
*
```

## Properties
M, g mol⁻¹: 850.18
DFT total energy, eV: -81935.7711
LUMO level, eV: -3.2
F_max, eV/Å: 0.48
HOMO-LUMO gap, Ha: 0.232
Relative energy (zero: lowest compared OMol25 entry of this formula, charge and spin), kcal per mole: 26.9
HOMO level, Ha: -0.349

[3]
The following is a DFT calculation (ωB97M-V/def2-TZVPD) of a structure of composition C75H75N6PS2Y in a non-equilibrium geometry.

Geometry as ORCA input:
```
! wB97M-V def2-TZVPD RIJCOSX def2/J DEFGRID3
* xyz -1 1
Y -0.46950 -0.07940 -0.38740
C -7.08450 0.10900 -1.84070
C -6.20790 -0.69820 -0.87950
C -4.79370 -0.78670 -1.35470
C -4.22690 -1.77250 -2.10350
C -4.80340 -3.09150 -2.49720
C -4.22300 -4.16980 -1.57640
C -2.84530 -1.38580 -2.31440
N -2.57570 -0.24140 -1.63830
C -3.74500 0.18620 -1.10380
C -3.92450 1.41920 -0.48420
C -2.95070 2.37930 -0.22410
C -3.19910 3.64940 0.44380
C -4.52030 4.12300 0.96410
C -4.97010 5.44670 0.34390
C -1.97950 4.24480 0.59450
C -1.00600 3.34140 0.00550
C 0.35860 3.60810 -0.08560
C 1.31850 2.84490 -0.74750
N 1.10800 1.60840 -1.26180
C 2.18530 1.31050 -2.03430
C 2.25290 0.27820 -2.96700
C 1.23090 -0.56960 -3.38560
N 0.00060 -0.64540 -2.83240
C -0.68510 -1.58560 -3.52120
C -1.98400 -1.98960 -3.22480
C 0.13380 -2.12810 -4.59190
C 1.33170 -1.48280 -4.51440
C 2.50360 -1.58830 -5.43490
C 2.49450 -0.46900 -6.47990
C -0.31540 -3.14010 -5.59680
C -1.17570 -2.48960 -6.68240
C 3.17360 2.37090 -1.93810
C 2.62650 3.33300 -1.13930
C 3.16550 4.69460 -0.85050
C 2.51950 5.74130 -1.76250
C 4.48010 2.42090 -2.66350
C 4.34770 3.06540 -4.04560
N -1.62220 2.22670 -0.45620
C -1.64740 5.51150 1.31650
C -1.39460 6.70270 0.38720
H -8.08120 0.24430 -1.42350
H -7.17420 -0.40800 -2.79380
H -6.64540 1.08610 -2.02700
H -6.62220 -1.70510 -0.77810
H -6.22690 -0.23780 0.11030
H -4.55870 -3.32640 -3.53630
H -5.89240 -3.07170 -2.40960
H -3.14360 -4.22010 -1.70220
H -4.64990 -5.14990 -1.78790
H -4.42150 -3.91410 -0.53710
H -4.93940 1.65360 -0.19180
H -4.45390 4.23570 2.05270
H -5.28690 3.37120 0.76670
H -4.27580 6.24700 0.58870
H -5.96020 5.72250 0.70920
H -5.00900 5.34940 -0.73910
H 0.68590 4.56150 0.30780
H 3.19220 0.17670 -3.49520
H -2.38580 -2.82440 -3.78440
H 2.48610 -2.55340 -5.94810
H 3.43140 -1.53480 -4.86020
H 1.61170 -0.54150 -7.11030
H 3.37840 -0.52720 -7.11300
H 2.47770 0.50280 -5.99410
H -0.89150 -3.92870 -5.10420
H 0.55520 -3.61130 -6.06080
H -2.06460 -2.04980 -6.23670
H -1.48000 -3.22020 -7.43090
H -0.61690 -1.69870 -7.17790
H 4.24750 4.69820 -1.00240
H 2.98190 4.96470 0.19130
H 2.76970 5.54900 -2.80290
H 2.85790 6.74400 -1.50460
H 1.43720 5.69690 -1.67070
H 4.88010 1.41200 -2.78450
H 5.19910 2.99220 -2.07040
H 3.59670 2.54100 -4.63150
H 5.29840 3.03570 -4.57810
H 4.03720 4.10270 -3.95110
H -0.75220 5.34530 1.92270
H -2.46470 5.75800 1.99990
H -0.56650 6.49820 -0.28700
H -1.14920 7.59470 0.96550
H -2.27490 6.91170 -0.21740
S -2.41660 -0.56230 4.37030
C -2.68190 0.98260 3.69760
C -2.14100 1.11280 2.45970
C -1.50370 -0.05570 1.92460
C -1.54290 -1.04060 2.87320
C -0.96240 -2.35950 2.89950
C -0.84310 -3.06070 4.11280
C -0.32500 -4.33400 4.11610
C 0.10000 -4.88090 2.91430
C -0.02520 -4.10730 1.77080
N -0.54600 -2.89360 1.74700
H -3.22070 1.71500 4.27080
H -2.20600 2.05990 1.95670
H -1.16750 -2.59520 5.03070
H -0.26420 -4.89730 5.03910
H 0.50290 -5.88170 2.87130
H 0.29720 -4.49000 0.81130
C 2.54890 -2.99690 4.93980
C 1.97440 -1.73780 4.91680
C 1.90860 -1.02700 3.73130
C 2.42860 -1.55550 2.55730
C 2.99290 -2.82660 2.58760
C 3.05090 -3.54060 3.76920
P 2.49220 -0.50300 1.03440
C 4.31340 -0.27210 1.11110
C 5.03680 -0.27270 2.30010
C 6.40560 -0.08070 2.28780
C 7.06980 0.14400 1.09350
C 6.35030 0.19220 -0.08980
C 4.98350 -0.00420 -0.08000
C 2.28990 -1.83730 -0.19930
C 3.28970 -2.67800 -0.67900
C 2.94300 -3.74310 -1.48740
C 1.60380 -3.98980 -1.74630
C 0.62670 -3.13560 -1.25900
C 0.92260 -1.98470 -0.51120
H 2.59990 -3.55620 5.86400
H 1.57830 -1.30510 5.82530
H 1.45090 -0.05040 3.70160
H 3.37910 -3.25750 1.67550
H 3.49520 -4.52710 3.77770
H 4.52790 -0.44060 3.23820
H 6.95590 -0.12120 3.21730
H 8.14270 0.27610 1.08850
H 6.86100 0.37390 -1.02490
H 4.40610 0.03420 -0.99220
H 4.33320 -2.49690 -0.44130
H 3.70720 -4.39330 -1.89920
H 1.32330 -4.84440 -2.35150
H -0.40970 -3.36910 -1.48440
N 1.09150 1.58420 2.24260
S 0.77980 2.98530 2.83280
C 2.43170 3.73600 2.71480
C 3.43700 2.99530 2.12490
C 4.70680 3.52930 2.02170
C 4.95310 4.81120 2.48600
C 3.93060 5.56120 3.04690
C 2.66050 5.02340 3.16860
C 0.86260 2.70670 4.65790
C -0.27840 2.94230 5.40600
C -0.30700 2.58160 6.74310
C 0.79800 1.98030 7.32090
C 1.93210 1.73300 6.56240
C 1.96250 2.08800 5.22540
H 0.24630 1.14460 1.89270
H 3.19330 2.00820 1.75830
H 5.49630 2.94430 1.57470
H 5.94430 5.23160 2.40360
H 4.12720 6.56730 3.38770
H 1.85760 5.59200 3.61560
H -1.13950 3.39370 4.93620
H -1.19400 2.76230 7.33340
H 0.76910 1.68640 8.36110
H 2.79260 1.25750 7.01150
H 2.82920 1.88000 4.61490
*
```

## Properties
M, g mol⁻¹: 1244.48
DFT total energy, eV: -119939.1017
LUMO level, eV: 1.7
F_max, eV/Å: 2.05
HOMO-LUMO gap, Ha: 0.209
HOMO level, Ha: -0.145

[4]
The following is a DFT calculation (ωB97M-V/def2-TZVPD) of an isolated molecule of C2H4N2O2S in a non-equilibrium geometry.

Geometry as ORCA input:
```
! wB97M-V def2-TZVPD RIJCOSX def2/J DEFGRID3
* xyz 0 1
N -0.43180 -1.17882 0.82896
C -0.08666 -0.09017 0.13036
N -0.43001 0.22376 -1.03963
O -1.44032 -0.60611 -1.52372
C 1.08569 0.63731 0.83245
O 1.41242 0.25392 1.91033
S 1.82703 2.00684 0.01751
H -1.30224 -1.66311 0.66496
H -0.04896 -1.24489 1.73707
H -1.59166 -0.29200 -2.46303
H 1.00650 1.95327 -1.09526
*
```

## Properties
M, g mol⁻¹: 120.13
DFT total energy, eV: -20047.8882
LUMO level, eV: 0.5
SMILES: N/C(=N\O)C(=O)S
F_max, eV/Å: 1.93
HOMO-LUMO gap, Ha: 0.356
Relative energy (zero: lowest compared OMol25 entry of this formula, charge and spin), kcal per mole: 36.8
HOMO level, Ha: -0.336

[5]
The following is a DFT calculation (ωB97M-V/def2-TZVPD) of a cluster of 3 separate species, C23H49FN2O9 in total in a non-equilibrium geometry.

Geometry as ORCA input:
```
! wB97M-V def2-TZVPD RIJCOSX def2/J DEFGRID3
* xyz 0 1
C -3.15146 5.19568 5.26848
C -4.21602 4.66744 4.12134
O -4.32957 3.20477 4.02323
C -3.63801 2.66235 2.84446
C -2.14335 2.12422 3.35274
O -1.71573 0.88233 2.68861
C -0.50900 1.07356 1.86712
C 0.35468 -0.29496 1.58297
O 1.79246 0.02118 1.77916
C 2.32904 0.79260 0.63407
C 2.47535 2.40375 0.90752
C 1.37350 3.44645 0.27343
C 2.17723 4.73105 -0.35894
O 1.79038 5.64516 -1.28747
O 3.50176 4.61704 0.33332
C 3.87494 3.17935 0.54314
F 4.30388 2.68200 -0.78449
H -2.04886 5.31085 4.86827
H -3.12626 4.48857 6.20916
H -3.49143 6.29470 5.57853
H -5.28689 5.05827 4.47528
H -3.96575 5.21833 3.12001
H -3.42220 3.43439 1.99236
H -4.20565 1.74888 2.33432
H -2.15850 1.88751 4.51992
H -1.41879 3.03363 3.21495
H 0.22205 1.81339 2.45175
H -0.73979 1.55711 0.80687
H 0.03702 -1.16136 2.34000
H 0.22452 -0.74784 0.51084
H 1.73545 0.55272 -0.37080
H 3.42490 0.36365 0.44500
H 2.26716 2.50114 2.05978
H 0.62298 2.99387 -0.53674
H 0.62489 3.79052 1.13070
H 4.53397 2.97199 1.49048
C -4.65368 -6.20890 0.57653
O -5.02775 -5.69333 1.84691
C -4.63945 -6.54380 2.93297
C -3.54320 -5.86892 3.77614
N -2.27484 -5.80787 3.04393
C -1.26565 -4.96083 3.69106
C -1.57420 -3.45419 3.80014
O -1.60943 -2.78106 2.53841
C -2.86719 -2.83361 1.87932
H -5.10087 -5.57572 -0.19293
H -3.56814 -6.18454 0.45220
H -5.02497 -7.23166 0.44331
H -4.32907 -7.53864 2.59191
H -5.52785 -6.67367 3.56081
H -3.40005 -6.43973 4.70043
H -3.89587 -4.86737 4.03800
H -2.44648 -5.44342 2.10956
H -0.34498 -5.07389 3.10488
H -1.05178 -5.35935 4.68919
H -0.74923 -2.99536 4.35560
H -2.47742 -3.24667 4.38233
H -3.70788 -2.86207 2.57839
H -2.90070 -3.69199 1.20543
H -2.96383 -1.93594 1.26242
C 3.48462 -1.02951 -7.85650
O 4.21085 -1.02578 -6.63496
C 5.34186 -0.14608 -6.65844
C 5.11818 1.03940 -5.70305
N 4.08827 1.94664 -6.21765
C 3.65560 2.95446 -5.24202
C 2.94257 2.44695 -3.97274
O 1.66157 1.86310 -4.22666
C 1.70156 0.48450 -4.56866
H 2.72962 -1.81684 -7.80126
H 2.97407 -0.07503 -8.00732
H 4.14534 -1.24123 -8.70519
H 5.58291 0.19467 -7.67241
H 6.19667 -0.72684 -6.29469
H 6.05917 1.58881 -5.58769
H 4.83316 0.63117 -4.72931
H 3.27497 1.40315 -6.49780
H 2.96409 3.62135 -5.77222
H 4.51845 3.56478 -4.95254
H 2.74799 3.32030 -3.34103
H 3.56790 1.77846 -3.37282
H 2.52766 -0.04523 -4.08574
H 1.75525 0.36962 -5.65310
H 0.76322 0.02748 -4.24250
*
```

## Properties
M, g mol⁻¹: 516.65
DFT total energy, eV: -48759.9164
LUMO level, eV: 0.3
SMILES: CCOCCOCCOC[C@@H]1CC(=O)O[C@@H]1F.COCCNCCOC.COCCNCCOC
F_max, eV/Å: 10.02
HOMO-LUMO gap, Ha: 0.325
Relative energy (zero: lowest compared OMol25 entry of this formula, charge and spin), kcal per mole: 154.9
HOMO level, Ha: -0.315

[6]
The following is a DFT calculation (ωB97M-V/def2-TZVPD) of an isolated molecule of C6H3NS in a non-equilibrium geometry.

Geometry as ORCA input:
```
! wB97M-V def2-TZVPD RIJCOSX def2/J DEFGRID3
* xyz 0 1
C 2.24780 2.11882 -0.75008
C 1.40109 1.32538 -0.32920
C 0.40584 0.49238 0.36321
C 0.51221 0.30736 1.65804
C -0.46594 -0.72550 1.99702
N -1.22653 -1.14720 0.98451
C -0.71584 -0.44822 -0.14618
S -0.95852 -0.80924 -1.73996
H 3.18784 2.68770 -1.14415
H 1.19272 0.93158 2.30199
H -0.76945 -1.06240 3.03306
*
```

## Properties
M, g mol⁻¹: 121.16
DFT total energy, eV: -18591.6600
LUMO level, eV: -2.1
SMILES: C#CC1=CC=NC1=S
F_max, eV/Å: 3.11
HOMO-LUMO gap, Ha: 0.265
Relative energy (zero: lowest compared OMol25 entry of this formula, charge and spin), kcal per mole: 19.2
HOMO level, Ha: -0.343